Computed, not measured: a single C3H6N2O molecule, with the ωB97M-V functional and the def2-TZVPD basis.

The geometry in XYZ format:
```
12
Properties=species:S:1:pos:R:3:forces:R:3
C 1.606 0.387 0.419 0.387 -0.169 -0.189
N 0.526 0.510 -0.345 -0.342 -0.185 0.181
C -0.423 -0.200 -0.909 0.204 0.220 -0.096
N -0.551 -1.549 -0.972 0.073 -0.640 -0.241
C -0.894 0.882 -0.051 -0.186 0.353 -0.567
O -1.319 0.602 1.222 0.368 0.399 0.636
H 2.170 -0.528 0.326 0.068 -0.045 -0.080
H 2.112 1.265 0.793 -0.251 0.127 -0.008
H -0.585 0.941 1.766 -0.526 -0.368 0.272
H -1.305 -1.973 -1.472 -0.180 0.185 -0.093
H -0.083 -2.166 -0.330 0.216 0.165 0.274
H -1.255 1.828 -0.447 0.173 -0.042 -0.088
```
Forces are in eV/Å.

Properties
frontier orbital gap = 7.845 eV
multiplicity = 1
HOMO energy = -6.96 eV